No. 1
This record from the OMol25 dataset describes C2H10N4O2P2S2 in the gas phase at a distorted geometry. The level of theory is the ωB97M-V functional and the def2-TZVPD basis.

- HOMO: -8.5 eV
- Structure (SMILES): CO[P@]1(=S)NN[P@@](=S)(OC)NN1
- Gap between HOMO and LUMO: 9.12 eV
- Energy relative to the best compared isomer or geometry (same formula, charge and spin): 0.0 kcal per mole

Geometry as XYZ:
```
22
Properties=species:S:1:pos:R:3:mulliken_charge:R:1
C -3.89948 -1.18651 -0.01528 -0.735
O -2.59921 -1.05664 -0.56412 -0.379
P -1.61263 0.18089 -0.16236 0.719
S -2.54213 1.67141 0.56358 -0.432
N -0.61120 0.04970 -1.49181 -0.257
N 0.59835 0.93701 -1.33575 -0.343
P 1.57490 0.22536 -0.15284 0.695
S 2.35060 -1.56771 -0.61881 -0.440
O 2.59614 1.40665 0.11833 -0.351
C 3.97278 1.00985 0.53845 -0.560
N 0.48153 0.20556 1.12675 -0.365
N -0.68694 -0.59356 1.04782 -0.293
H -4.62502 -0.82248 -0.69815 0.320
H -4.10607 -0.47361 0.83999 0.282
H -4.17617 -2.15994 0.26409 0.271
H -0.90996 -0.12453 -2.45818 0.267
H 0.99675 1.06020 -2.23309 0.284
H 4.07422 0.98433 1.67117 0.236
H 4.73532 1.70684 0.12985 0.208
H 4.05818 0.02329 0.24547 0.309
H 0.89131 0.18601 2.06215 0.256
H -0.56127 -1.66215 1.12275 0.306
```

No. 2
This record from the OMol25 dataset describes 2 unconnected molecules or ions with the total composition C8H11NO at a distorted geometry. The level of theory is the ωB97M-V functional and the def2-TZVPD basis.

- HOMO (alpha / beta): -7.4 / -7.7 eV
- Gap between HOMO and LUMO (alpha / beta): 7.62 / 7.92 eV
- Energy relative to the best compared isomer or geometry (same formula, charge and spin): 172.2 kcal per mole

Geometry as XYZ:
```
21
Properties=species:S:1:pos:R:3:mulliken_charge:R:1
C -0.42803 -2.52187 1.49569 0.458
C 0.34948 1.80976 0.29425 -1.126
C 1.48961 0.38835 -1.49811 -0.753
C -1.10704 0.61553 -1.35960 -1.061
C 1.32581 0.67252 -0.02629 0.156
C -0.77356 0.73252 0.14718 0.226
C 0.11478 -0.34153 -1.50345 -0.450
C 0.27250 -0.38503 -0.03251 -0.337
N -1.15849 -1.95114 2.40446 -0.340
O -0.00177 -3.58440 1.19289 -0.437
H 0.61264 2.46973 1.29248 0.206
H 0.21022 2.67183 -0.42922 0.261
H 1.70104 1.31072 -2.18401 0.268
H 2.23515 -0.45378 -1.59891 0.313
H -1.91553 -0.05950 -1.55438 0.392
H -0.96810 1.65778 -1.68268 0.320
H 2.29011 0.67781 0.61009 0.350
H -1.61159 0.81271 0.91487 0.375
H -0.00103 -1.05807 -2.22115 0.624
H -1.15087 -0.90636 2.49565 0.296
H -1.48534 -2.55759 3.24274 0.260
```

No. 3
This record from the OMol25 dataset describes a molecular structure, C4H8O. The level of theory is the ωB97M-V functional and the def2-TZVPD basis.

- HOMO: -8.0 eV
- Gap between HOMO and LUMO: 9.10 eV
- Energy relative to the best compared isomer or geometry (same formula, charge and spin): 101.3 kcal per mole

Geometry as XYZ:
```
13
Properties=species:S:1:pos:R:3:mulliken_charge:R:1
C -1.69587 0.36640 0.05825 -0.956
C -1.01616 -0.94709 0.40503 -0.241
O -0.17661 -1.35882 -0.68259 -0.319
C 0.77763 -0.77802 0.15042 0.067
C 1.44495 0.49319 -0.30562 -1.066
H -1.73019 1.02786 0.92977 0.296
H -2.73794 0.09437 -0.15940 0.299
H -1.30159 0.89444 -0.81865 0.340
H 0.08342 -0.67791 1.17331 0.228
H 1.46625 -1.53831 0.53702 0.476
H 0.73327 1.30169 -0.48611 0.278
H 2.17454 0.82443 0.44049 0.326
H 1.97832 0.29776 -1.24192 0.271
```

No. 4
This record from the OMol25 dataset describes C2H3N3O3 in the gas phase at a distorted geometry. The level of theory is the ωB97M-V functional and the def2-TZVPD basis.

- HOMO: -9.7 eV
- Structure (SMILES): Oc1nc(O)n(O)n1
- Gap between HOMO and LUMO: 9.90 eV
- Energy relative to the best compared isomer or geometry (same formula, charge and spin): 75.1 kcal per mole

Geometry as XYZ:
```
11
Properties=species:S:1:pos:R:3:mulliken_charge:R:1
O -2.57700 -0.26872 0.10953 -0.533
C -1.21728 -0.16940 -0.07684 0.539
N -0.50685 -1.21609 -0.06429 -0.510
C 0.76712 -0.75384 -0.08799 0.389
O 1.96689 -1.36153 0.21645 -0.496
N 0.66598 0.58101 -0.34229 0.434
O 1.53240 1.59637 0.23368 -0.460
N -0.65866 0.96829 -0.00775 -0.613
H -2.84128 0.59729 0.68706 0.379
H 1.93991 -2.37148 -0.24982 0.418
H 0.92878 2.39810 -0.41774 0.454
```

No. 5
This record from the OMol25 dataset describes a molecular structure, C15H15N3ORbSSbSe4 at a distorted geometry. The level of theory is the ωB97M-V functional and the def2-TZVPD basis.

- HOMO (alpha / beta): -2.0 / -2.0 eV
- Charge: -2
- Gap between HOMO and LUMO (alpha / beta): 3.45 / 3.18 eV
- Energy relative to the best compared isomer or geometry (same formula, charge and spin): 37.3 kcal per mole

Geometry as XYZ:
```
41
Properties=species:S:1:pos:R:3:mulliken_charge:R:1
Rb -0.27228 0.78823 -0.71569 0.890
N -0.11675 0.73416 3.51719 -0.482
C 0.11521 -0.44185 2.79693 0.077
S 1.29985 -1.50850 3.48651 -0.592
N -0.63355 -0.56457 1.72728 -0.288
N -0.39814 -1.66059 0.95726 -0.106
C -1.33766 -1.92502 0.12030 -0.730
C -2.65584 -1.24111 0.01034 0.952
C -3.57371 -1.34685 1.04564 -0.199
C -4.84081 -0.79008 1.00617 -0.690
C -5.17888 -0.01119 -0.09571 -0.251
C -4.29906 0.13354 -1.14367 -0.812
C -3.01890 -0.50038 -1.17159 0.099
O -2.23206 -0.35656 -2.19230 -0.964
H 0.67373 0.91864 4.11308 0.213
H -0.47867 1.49162 2.95724 0.241
H -1.12564 -2.73269 -0.57914 0.270
H -3.29486 -1.91785 1.92355 0.350
H -5.50816 -0.92247 1.84482 0.362
H -6.13983 0.50299 -0.12656 0.311
H -4.59263 0.76245 -1.98558 0.352
C 3.54682 -2.71799 0.31096 -1.309
C 3.11844 -1.89978 -0.86570 0.960
C 2.07206 -2.35558 -1.67495 -0.319
C 1.61212 -1.59065 -2.73811 -0.338
C 2.19069 -0.35903 -3.02624 -0.677
C 3.21554 0.10758 -2.21554 -0.352
C 3.68126 -0.66285 -1.15502 -0.480
H 4.60069 -2.54379 0.56885 0.377
H 3.39549 -3.77620 0.12856 0.348
H 2.93711 -2.46849 1.17431 0.146
H 1.59042 -3.29237 -1.43941 0.261
H 0.78399 -1.94834 -3.33123 0.273
H 1.81369 0.24978 -3.84209 0.383
H 3.63726 1.10186 -2.40762 0.357
H 4.45140 -0.25465 -0.51801 0.353
Se 0.94880 7.21599 3.12419 -0.496
Sb 0.97298 6.61394 0.65485 0.604
Se 2.67711 7.95692 -0.41223 -0.502
Se -1.22971 7.01699 -0.28453 -0.258
Se 1.59247 4.19476 0.45289 -0.333
```

No. 6
This record from the OMol25 dataset describes a gas-phase ion, C3H10N2S (charge +1) at a distorted geometry. The level of theory is the ωB97M-V functional and the def2-TZVPD basis.

- HOMO (alpha / beta): -13.1 / -13.1 eV
- Charge: +1
- 2S+1: 2
- Gap between HOMO and LUMO (alpha / beta): 10.03 / 5.34 eV
- Energy relative to the best compared isomer or geometry (same formula, charge and spin): 60.3 kcal per mole

Geometry as XYZ:
```
16
Properties=species:S:1:pos:R:3:lowdin_spin:R:1
C 0.39808 0.81647 -0.29901 0.074
C 1.45929 1.22735 0.67954 0.000
S 2.44120 2.70940 0.24971 -0.001
N -0.17958 -0.50072 0.17198 0.698
C -1.38792 -1.09568 -0.52014 0.070
N -1.66123 -2.47196 0.00640 0.004
H 0.81507 0.46653 -1.34858 0.043
H -0.30702 1.55510 -0.71126 0.024
H 1.05159 1.26153 1.71409 -0.001
H 2.37195 0.59082 0.63709 0.000
H 1.53982 3.75720 0.60339 0.000
H -0.00338 -0.98387 1.02066 0.019
H -1.20830 -0.91680 -1.68037 0.028
H -2.26449 -0.44690 -0.27337 0.040
H -0.82673 -3.06409 0.38793 0.001
H -2.23833 -2.90439 -0.63805 0.000
```

energy relative to the best compared isomer or geometry (same formula, charge and spin) of number 5 (C15H15N3ORbSSbSe4)? 37.3 kcal per mole